Entry 1:
The following is a DFT calculation (the ωB97M-V functional and the def2-TZVPD basis) of C26H20CaN7OS5Sb as an isolated structure in a non-equilibrium geometry.

XYZ file:
```
61
Properties=species:S:1:pos:R:3
Ca 0.36540 1.12182 0.47566
S -3.45930 1.02322 4.31836
Sb -2.40390 1.44722 2.34466
S -0.76430 3.06032 2.26676
S -3.62630 1.07672 0.44126
S 2.86050 2.14372 -3.48794
C 3.83470 1.03432 -2.61214
C 3.26070 0.64092 -1.44104
C 1.99150 1.21952 -1.16844
C 1.64100 2.05852 -2.18574
C 0.44250 2.83972 -2.26634
C 0.15960 3.66702 -3.36534
C -1.00780 4.39972 -3.38584
C -1.87220 4.30632 -2.30364
C -1.51430 3.47302 -1.25544
N -0.40750 2.75522 -1.23014
H 4.78440 0.74542 -3.02994
H 3.75030 -0.05818 -0.77524
H 0.86290 3.71892 -4.18244
H -1.24310 5.03522 -4.22834
H -2.79590 4.86062 -2.26914
H -2.16300 3.38552 -0.39374
S 2.32680 -2.31528 7.26606
N 3.11500 -1.22908 6.31956
C 2.34440 -0.96598 5.27266
C 2.65860 -0.07588 4.20186
C 3.83570 0.66312 4.16486
C 4.07380 1.50432 3.09426
C 3.11510 1.57162 2.08046
N 1.99660 0.88152 2.08286
C 1.72700 0.05402 3.12066
C 0.51810 -0.69638 3.11226
N -0.31010 -0.60158 2.04406
C -1.41720 -1.32288 2.03116
C -1.85080 -2.12288 3.08126
C -1.03590 -2.22618 4.19766
C 0.17600 -1.54968 4.21826
C 1.10970 -1.68288 5.28706
N 0.97800 -2.47228 6.34516
H 4.53820 0.56032 4.98066
H 4.97520 2.09862 3.03446
H 3.27010 2.21422 1.21796
H -2.01350 -1.25638 1.12556
H -2.80630 -2.62278 3.02356
H -1.31070 -2.83168 5.04816
N -0.39560 -0.85728 -0.99714
C -0.99760 -1.29268 -1.87544
N -1.63360 -1.86658 -2.85774
C -1.06940 -1.90228 -4.19304
C -1.44900 -3.24278 -4.83054
O -2.84520 -3.43418 -4.82394
C -3.35740 -3.42098 -3.50814
C -3.06670 -2.08918 -2.81094
H 0.01400 -1.79898 -4.12904
H -1.48300 -1.07998 -4.79344
H -0.95540 -4.06218 -4.28474
H -1.14040 -3.26888 -5.87694
H -2.91460 -4.24638 -2.92934
H -4.43280 -3.57908 -3.59844
H -3.39700 -2.11408 -1.77314
H -3.58580 -1.27548 -3.33454
```

As for the spin multiplicity: 2. The charge is -1. The strongest force on any atom comes out at 1.47 eV Å⁻¹. The value obtained for the total energy is -118921.700 eV. The value obtained for the orbital gap (spin up / spin down) is 0.1466 / 0.2612 Eh. Its energy relative to the best compared isomer or geometry (same formula, charge and spin) is 172.81 kJ/mol.

These are the natural (NBO) partial charges, in e, on atoms 1 to 5:
1. Ca 1.7002
2. S -0.7277
3. Sb 1.2891
4. S -0.8500
5. S -0.8426

=====

Entry 2:
The following is a DFT calculation (the ωB97M-V functional and the def2-TZVPD basis) of C26H20Cl36INO2 as an isolated structure in a non-equilibrium geometry.

XYZ file:
```
86
Properties=species:S:1:pos:R:3
C 1.40756 -1.29827 0.15322
C -0.00948 -0.84151 0.75436
C -0.89235 0.01510 -0.29643
C -0.42358 1.42299 -0.78513
C 0.95258 2.11929 -0.27124
N 0.50863 3.41793 0.37760
C 1.16751 3.62462 1.70040
C -1.24891 2.29650 -1.79983
C -2.60713 1.76480 -2.32770
C -3.07337 0.39034 -1.80985
C -2.24438 -0.51309 -0.82386
C -2.89518 -1.92843 -0.40246
O -2.23649 -2.98339 -0.25077
C -4.50117 -1.88678 -0.23608
C -5.25326 -1.06085 -1.13104
C -6.83487 -0.98170 -0.93221
C -7.23751 0.58648 -0.84315
C -6.20830 1.47789 0.00641
I -9.23223 0.65579 0.12058
C -4.49661 -0.20727 -2.27478
O -4.95843 -0.05212 -3.43342
H 2.05369 -0.43390 -0.23061
H 1.97798 -1.82845 0.98699
H 1.21577 -2.00813 -0.72464
H -0.54616 -1.78973 1.10239
H 0.16329 -0.20757 1.71473
H 1.43888 1.43128 0.49318
H 1.63066 2.40574 -1.14405
H 0.66422 4.20167 -0.26793
H 2.12545 4.24243 1.50455
H 0.53659 4.26384 2.42965
H 1.42300 2.66601 2.25868
H -0.85856 3.32589 -2.12524
H -3.26072 2.34966 -3.07279
H -4.96114 -2.50136 0.60056
H -7.43920 -1.51491 -1.74317
H -7.04566 -1.40554 0.12210
H -7.35549 1.07070 -1.87569
H -5.56469 2.16902 -0.66111
H -5.55907 0.89759 0.74066
H -6.84165 2.20343 0.64535
C 4.67957 2.10187 3.98782
Cl 6.44317 1.90439 3.88337
Cl 4.10839 1.48949 5.55315
Cl 4.26686 3.82344 3.83927
Cl 3.90059 1.19034 2.67505
C 6.44219 -0.66220 -0.48317
Cl 7.90645 -0.68196 -1.48886
Cl 6.85474 -0.11422 1.15508
Cl 5.24976 0.44661 -1.19504
Cl 5.75512 -2.29935 -0.40435
C 10.33602 -2.80567 1.95949
Cl 10.43381 -3.70224 3.48994
Cl 10.83563 -1.12097 2.22686
Cl 11.41053 -3.55860 0.76191
Cl 8.66480 -2.83561 1.36049
C -7.02843 0.76849 -6.58229
Cl -5.26156 0.93296 -6.64072
Cl -7.47901 -0.90793 -6.96560
Cl -7.61148 1.18245 -4.95583
Cl -7.76461 1.86532 -7.77076
C 10.34215 0.76917 6.25576
Cl 10.68513 2.50387 6.07972
Cl 11.43244 0.07005 7.47213
Cl 8.65694 0.54810 6.77351
Cl 10.59353 -0.04594 4.69540
C -11.52757 0.55177 -4.45282
Cl -12.86812 -0.59563 -4.22695
Cl -10.83662 0.96683 -2.86849
Cl -10.27571 -0.18778 -5.47131
Cl -12.13455 2.02373 -5.24166
C 1.91204 -1.90464 4.66158
Cl 3.37938 -1.91658 3.65963
Cl 2.31635 -1.36220 6.30432
Cl 0.72084 -0.79620 3.94676
Cl 1.22993 -3.54297 4.73168
C 14.48525 0.42784 1.45059
Cl 13.23249 0.54803 2.70440
Cl 15.18872 2.03304 1.15960
Cl 15.75767 -0.68759 1.99088
Cl 13.76096 -0.18302 -0.05240
C -10.33527 -4.35864 -4.04535
Cl -11.47663 -2.99666 -4.04503
Cl -8.93563 -3.95677 -5.06387
Cl -9.78719 -4.67305 -2.38419
Cl -11.13928 -5.80738 -4.68792
```

The charge is 0. The strongest force on any atom comes out at 4.43 eV Å⁻¹. The value obtained for the total energy is -491768.903 eV. The value obtained for the orbital gap is 0.2800 Eh.

These are the Mulliken partial charges, in e, on atoms 1 to 5:
1. C -0.7116
2. C -0.0577
3. C 0.3731
4. C 0.7699
5. C 0.1766

=====

Entry 3:
The following is a DFT calculation (the ωB97M-V functional and the def2-TZVPD basis) of C26H20ClF6N9O8S3Ti as an isolated structure in a non-equilibrium geometry.

XYZ file:
```
74
Properties=species:S:1:pos:R:3
Ti 0.19248 0.96138 -0.00508
C -2.90006 -3.45248 1.99841
C -3.35336 -2.16007 2.22762
C -2.48943 -1.07945 2.11410
C -1.16558 -1.29486 1.76771
C -0.70816 -2.58282 1.53944
C -1.57229 -3.66195 1.65398
N -0.22008 -0.20620 1.65897
C 0.15023 0.42940 2.81890
C -0.29200 0.12691 4.13357
C 0.26263 0.76671 5.20397
C 1.28801 1.73557 5.06064
C 1.74700 2.03856 3.81717
C 1.17285 1.39695 2.70544
N 1.60186 1.60221 1.40552
N 2.68852 2.21671 1.26553
C 3.08657 2.41695 -0.05517
C 4.36183 2.92336 -0.25065
C 4.79440 3.11709 -1.54657
C 3.92035 2.83152 -2.58314
C 2.65683 2.35140 -2.28325
N 2.24752 2.12228 -1.03755
H -3.58042 -4.29151 2.06464
H -4.39107 -1.98568 2.48509
H -2.84040 -0.06764 2.27619
H 0.32987 -2.73696 1.26899
H -1.21545 -4.66460 1.45202
H -1.05820 -0.61709 4.27686
H -0.09436 0.52447 6.19816
H 1.69431 2.22846 5.93308
H 2.52047 2.77503 3.65421
H 4.97405 3.13956 0.61374
H 5.78754 3.49646 -1.74700
H 4.19583 2.99495 -3.61560
H 1.93711 2.18970 -3.07151
N -1.96671 3.87303 -2.82048
C -0.85159 3.30453 -2.32438
S 0.25317 4.19926 -1.42213
N -0.70491 2.03086 -2.78179
N 0.03634 1.20839 -2.09985
C 0.61623 0.24497 -2.76172
C 1.44704 -0.66673 -2.02601
C 2.18073 -1.67481 -2.64744
C 2.99067 -2.48163 -1.88513
C 3.06492 -2.28355 -0.50263
C 2.31117 -1.28654 0.05432
N 1.52456 -0.48390 -0.68705
H -2.24845 4.74951 -2.41827
H -2.67308 3.27115 -3.21422
H 0.46212 0.14297 -3.82430
H 2.08493 -1.80967 -3.71664
H 3.56190 -3.27388 -2.35157
H 3.68952 -2.90193 0.12636
H 2.31522 -1.09808 1.11932
O -0.49896 3.61589 1.73636
Cl -1.74724 3.03349 1.35656
O -2.62940 3.95734 0.75084
O -2.33866 2.29432 2.42544
O -1.41474 1.96743 0.25025
F -4.70583 -0.73394 -2.20061
C -3.80582 -0.20086 -1.38965
F -3.59249 1.06773 -1.73426
F -4.24588 -0.23941 -0.13706
S -2.25899 -1.17597 -1.55102
O -1.29760 -0.46784 -0.68656
O -1.92567 -1.24188 -2.94489
N -2.64966 -2.47965 -0.82952
S -2.61709 -3.94294 -1.47042
O -2.89852 -4.86602 -0.41597
O -3.28048 -4.03941 -2.73304
C -0.81481 -4.24283 -1.84713
F -0.03624 -3.31208 -1.26488
F -0.59648 -4.21039 -3.15377
F -0.46863 -5.43124 -1.37553
```

The charge is 0. The strongest force on any atom comes out at 1.16 eV Å⁻¹. The value obtained for the total energy is -141518.017 eV. The value obtained for the orbital gap is 0.1902 Eh. Its energy relative to the best compared isomer or geometry (same formula, charge and spin) is 67.94 kJ/mol.

These are the Mulliken partial charges, in e, on atoms 1 to 5:
1. Ti -1.7854
2. C -0.4177
3. C -0.9955
4. C 0.5422
5. C -1.2261

=====

Entry 4:
The following is a DFT calculation (the ωB97M-V functional and the def2-TZVPD basis) of C26H20CuN4S4 as an isolated structure in a non-equilibrium geometry.

XYZ file:
```
55
Properties=species:S:1:pos:R:3
Cu -1.92274 -1.69880 -3.26648
S -0.11754 -3.10140 -3.20178
C -0.99934 -4.03850 -2.03528
C -0.29574 -4.66050 -1.00748
C -0.96524 -5.26190 0.04592
C -0.23534 -5.78510 1.13282
N 0.37626 -6.17730 2.02002
C -2.37914 -5.28820 0.05192
C -3.07984 -4.75920 -1.01988
C -2.41474 -4.12240 -2.06498
S -3.34314 -3.39310 -3.33188
C -3.07864 -5.81090 1.16132
N -3.65914 -6.20890 2.06662
H 0.78296 -4.62690 -1.01628
H -4.15854 -4.78190 -1.02598
S -1.93354 -1.28790 -0.73258
C -0.72354 -0.13320 -0.77018
N -0.02984 0.12410 0.34712
C 0.81796 1.29220 0.43012
C 1.49576 1.49510 -0.91558
N 0.49486 1.57330 -1.95468
C 0.58286 2.66350 -2.90488
C 0.34176 3.97200 -2.19518
C 1.34706 4.92430 -2.10108
C 1.11996 6.11980 -1.44228
C -0.10954 6.36670 -0.85668
C -1.11554 5.41710 -0.94138
C -0.89244 4.22370 -1.60368
C -0.48054 0.65760 -1.98068
S -1.43874 0.47800 -3.35558
C -0.32584 -0.64680 1.54822
C 0.73386 -0.54600 2.60612
C 1.89666 -1.30490 2.51302
C 2.86206 -1.22580 3.50152
C 2.67636 -0.39000 4.58992
C 1.52076 0.36810 4.69012
C 0.55686 0.29230 3.70042
H 1.56666 1.12520 1.20732
H 0.22416 2.17880 0.69402
H 2.16626 0.64790 -1.11808
H 2.07386 2.41890 -0.91468
H -0.17954 2.50150 -3.66958
H 1.56446 2.66220 -3.38708
H 2.30456 4.73600 -2.56198
H 1.90676 6.85690 -1.38558
H -0.28714 7.30020 -0.34218
H -2.07854 5.61080 -0.49158
H -1.68144 3.49040 -1.67688
H -0.43834 -1.69040 1.23072
H -1.29424 -0.32750 1.95502
H 2.03876 -1.96500 1.67052
H 3.75856 -1.82340 3.42472
H 3.42516 -0.33730 5.36562
H 1.36816 1.01680 5.53932
H -0.34534 0.87970 3.77952
```

As for the spin multiplicity: 2. The charge is 0. The strongest force on any atom comes out at 2.34 eV Å⁻¹. The value obtained for the total energy is -121227.674 eV. The value obtained for the orbital gap (spin up / spin down) is 0.2101 / 0.1963 Eh.

These are the natural (NBO) partial charges, in e, on atoms 1 to 5:
1. Cu 0.8417
2. S -0.2122
3. C -0.1973
4. C -0.1711
5. C -0.1538